(1)
This record from the Open Molecules 2025 dataset describes a molecular structure, C3HIrO3 in a non-equilibrium geometry. The level of theory is ωB97M-V with the def2-TZVPD basis set.

As for the HOMO energy (alpha / beta): -0.4493 / -0.5394 hartree. Its LUMO energy (alpha / beta) is -7.1 / -8.0 eV. As for the spin multiplicity: 6. The expectation value of S² is 8.7836. As for the charge: +1. The HOMO-LUMO gap (alpha / beta) comes out at 5.1 / 6.7 eV. The total energy comes out at -444.26254 hartree.

Geometry as XYZ:
```
8
Properties=species:S:1:pos:R:3:mulliken_charge:R:1
O -1.0295 0.0477 -0.3844 -0.1311
C -0.1623 -0.1395 -1.4558 -0.2054
H -0.6231 -0.4123 -2.4013 0.3956
C 1.1258 -0.3779 -1.2014 0.6047
O 1.7504 -0.7557 -0.2132 -0.2161
C -0.3790 -0.1296 0.7905 0.2728
O -0.4967 0.8627 1.5435 -0.3340
Ir -0.1857 0.9047 3.3221 0.6134
```

---

(2)
This record from the Open Molecules 2025 dataset describes 3 unconnected molecules or ions with the total composition C12H33BN3O3. The level of theory is ωB97M-V with the def2-TZVPD basis set.

As for the HOMO energy: -0.1142 hartree. Its LUMO energy is 2.3 eV. As for the spin multiplicity: 1. As for the charge: -1. The HOMO-LUMO gap comes out at 5.4 eV. The total energy comes out at -891.89305 hartree.

Geometry as XYZ:
```
52
Properties=species:S:1:pos:R:3:mulliken_charge:R:1
C 5.0560 0.7348 -4.0932 -0.8100
N 4.4853 2.0355 -4.4145 -0.4948
C 3.4121 1.9259 -5.4364 -0.6371
N 2.2562 1.2054 -5.0241 -0.5549
B 1.2116 1.8701 -4.4348 0.3941
O 1.1130 3.3057 -4.2130 -0.6487
N -0.0249 1.1618 -3.9600 -0.0027
C -0.1975 -0.1701 -4.5031 -0.9320
C -0.1707 1.1733 -2.5131 -0.9892
H 5.6503 0.3890 -4.9450 0.2405
H 5.7287 0.8223 -3.2350 0.3250
H 4.2966 -0.0276 -3.8780 0.2810
H 4.0464 2.3921 -3.5713 0.2854
H 3.9057 1.4293 -6.2889 0.3217
H 3.1969 2.9621 -5.7547 0.3479
H 1.8613 3.6420 -3.7135 0.2376
H -0.3918 -0.1146 -5.5764 0.2713
H 0.6924 -0.8015 -4.3592 0.3007
H -1.0604 -0.6652 -4.0368 0.2502
H 0.0267 0.1847 -2.0745 0.2932
H -1.1810 1.4689 -2.1923 0.2255
H 0.5222 1.8868 -2.0573 0.3101
C -4.6128 -1.2980 -1.0158 -1.1266
C -3.2034 -1.8617 -0.9273 -0.2924
O -2.2731 -0.9829 -0.3297 -0.3749
C -2.5263 -0.6200 1.0116 -0.3683
C -2.5105 -1.7856 1.9867 -0.9031
H -4.5927 -0.3134 -1.4847 0.2930
H -5.2365 -1.9582 -1.6208 0.4058
H -5.0833 -1.2046 -0.0354 0.2770
H -2.8104 -2.0345 -1.9291 0.3512
H -3.2140 -2.8298 -0.4097 0.2852
H -3.4718 -0.0688 1.0953 0.3020
H -1.7271 0.0793 1.2594 0.2969
H -3.3603 -2.4564 1.8464 0.3288
H -2.5403 -1.4096 3.0103 0.2289
H -1.5939 -2.3651 1.8658 0.2778
C -0.9393 0.7518 6.5887 -1.0830
C -0.8519 -0.7266 6.2465 -0.3176
O -0.4376 -0.9865 4.9193 -0.3742
C 0.8534 -0.5141 4.5696 -0.3041
C 1.9766 -1.1276 5.3879 -1.1131
H -1.5420 1.2774 5.8467 0.2903
H -1.4056 0.8771 7.5672 0.3986
H 0.0428 1.2244 6.6283 0.2671
H -1.8390 -1.1842 6.3222 0.3324
H -0.2022 -1.2427 6.9639 0.3000
H 0.8929 0.5794 4.6294 0.3084
H 0.9679 -0.7802 3.5192 0.3266
H 1.9612 -0.7959 6.4273 0.2656
H 2.9384 -0.8377 4.9632 0.3991
H 1.9057 -2.2162 5.3731 0.3078
```

---

(3)
This record from the Open Molecules 2025 dataset describes a gas-phase ion, C6H6NO3S (charge +1) in a non-equilibrium geometry. The level of theory is ωB97M-V with the def2-TZVPD basis set.

As for the HOMO energy (alpha / beta): -0.5223 / -0.5223 hartree. Its LUMO energy (alpha / beta) is -7.8 / -7.8 eV. As for the spin multiplicity: 1. As for the charge: +1. The HOMO-LUMO gap (alpha / beta) comes out at 6.4 / 6.4 eV. The total energy comes out at -910.52230 hartree.

Geometry as XYZ:
```
17
Properties=species:S:1:pos:R:3:mulliken_charge:R:1
C 0.3894 0.0284 -0.1986 0.3289
C -0.9781 -0.9408 -2.1638 0.5227
C 1.0485 -0.9106 -3.6990 0.6833
C 0.0999 0.3129 1.1818 0.8527
C 0.6727 1.4410 1.8395 -1.1621
C -0.9699 -0.4109 2.0217 -1.2159
N 0.0421 -0.6883 -3.0362 -0.3722
O -0.6064 -0.5115 -0.8574 -0.2300
O 1.9315 -1.0667 -4.3927 -0.2948
O -2.0392 -1.3122 -2.4359 -0.3420
S 1.8403 0.5563 -0.8943 -0.0943
H 1.7405 1.6632 1.7153 0.4254
H 0.1440 2.2681 1.2386 0.3834
H 0.3234 1.3980 2.8798 0.3511
H -0.9545 -1.5139 1.7896 0.3614
H -0.7219 -0.3004 3.1031 0.4487
H -1.9624 -0.0127 1.9085 0.3537
```

---

(4)
This record from the Open Molecules 2025 dataset describes C4H10IN2OPS in the gas phase in a non-equilibrium geometry. The level of theory is ωB97M-V with the def2-TZVPD basis set.

As for the HOMO energy (alpha / beta): -0.2081 / -0.3494 hartree. Its LUMO energy (alpha / beta) is 0.3 / -2.0 eV. As for the spin multiplicity: 3. The expectation value of S² is 2.0083. The HOMO-LUMO gap (alpha / beta) comes out at 6.0 / 7.5 eV. The total energy comes out at -1380.27337 hartree.

Geometry as XYZ:
```
20
Properties=species:S:1:pos:R:3:mulliken_charge:R:1
C -0.9450 1.1885 -0.7921 -0.8642
C -2.3012 0.8113 0.0548 0.6032
C -1.9717 0.1309 1.3123 -1.0827
C -3.5564 0.8376 -0.5850 -0.8317
N 3.2477 -0.6768 -0.2085 -0.4119
N 0.9992 -1.4305 1.1813 -0.4882
O 1.1609 -1.6945 -1.3990 -0.6314
P 1.5820 -0.8704 -0.3104 0.7910
S 1.0573 1.1602 -0.1091 -0.2316
I -5.1084 -0.1991 0.1247 0.1085
H -0.8792 0.5678 -1.7251 0.3730
H -1.1388 2.2761 -1.0980 0.3621
H -1.4670 -0.8421 1.2300 0.2843
H -1.2480 0.8712 1.9427 0.1846
H -2.8838 -0.0742 1.8979 0.4200
H -3.6139 1.1061 -1.5811 0.5590
H 3.8214 -0.9392 -0.9026 0.1939
H 3.7540 -0.1866 0.4407 0.1895
H 1.1436 -2.4581 1.2968 0.2396
H 1.0340 -0.8086 1.9354 0.2328
```

---

(5)
This record from the Open Molecules 2025 dataset describes a molecular structure, C37H58BrF5GdN7Se2Si2 in a non-equilibrium geometry. The level of theory is ωB97M-V with the def2-TZVPD basis set.

As for the HOMO energy (alpha / beta): -0.2041 / -0.2111 hartree. Its LUMO energy (alpha / beta) is 0.0 / 0.1 eV. As for the spin multiplicity: 8. The expectation value of S² is 16.1441. The HOMO-LUMO gap (alpha / beta) comes out at 5.6 / 5.8 eV. The total energy comes out at -11048.67515 hartree.

Geometry as XYZ:
```
113
Properties=species:S:1:pos:R:3:mulliken_charge:R:1
Gd 12.0114 12.2266 13.3456 0.5650
C 14.3834 11.6357 9.7678 -1.4328
Si 12.5534 11.6441 10.4412 1.0396
C 11.6637 10.0076 9.9169 -1.4496
C 11.6962 12.9668 9.4564 0.2151
C 11.3579 12.6395 8.1640 -0.5139
C 10.6487 13.5580 7.3578 -0.9666
C 10.3719 14.8281 7.8695 -0.7560
C 10.7325 15.1660 9.1816 -0.6633
C 11.4011 14.2541 9.9778 0.4455
Si 12.0036 14.7907 11.6739 1.3861
C 13.7539 15.5163 11.3010 -1.1019
C 10.8763 16.2418 12.2122 -1.1581
H 14.4115 11.5548 8.6928 0.5963
H 14.9937 10.8292 10.1971 0.2836
H 14.8805 12.5538 10.0429 0.2128
H 12.1718 9.4643 9.1264 0.4490
H 10.6693 10.2645 9.5914 0.5223
H 11.5696 9.3445 10.7749 0.1805
H 11.6016 11.6555 7.7666 0.3988
H 10.3484 13.3145 6.3475 0.4009
H 9.8563 15.5866 7.2807 0.3772
H 10.4824 16.1379 9.5741 0.3572
H 13.8821 16.5333 11.6700 0.3902
H 13.8802 15.4995 10.2280 0.5587
H 14.5322 14.8773 11.7153 -0.1235
H 11.0578 17.1749 11.6972 0.5105
H 10.9929 16.4186 13.2694 -0.1280
H 9.8429 15.9634 12.0360 0.2818
C 13.7315 11.5173 18.3481 -1.5376
Se 12.8850 12.7202 16.9859 0.8161
C 11.4007 13.2655 18.2240 -1.0943
C 11.1028 14.7411 18.0827 -1.0938
Se 11.0432 15.3765 16.1505 0.3554
C 10.9687 17.2863 16.6552 -1.3012
H 12.9678 10.8935 18.8056 0.4635
H 14.2153 12.1509 19.0886 0.3541
H 14.4657 10.8879 17.8362 0.4078
H 11.7614 13.0564 19.2415 0.6429
H 10.5659 12.6188 17.9807 0.3987
H 11.9020 15.3167 18.5637 0.4488
H 10.1421 15.0236 18.5150 0.5971
H 10.0943 17.4494 17.2753 0.3908
H 10.8775 17.8663 15.7400 0.3982
H 11.8765 17.6019 17.1821 0.3480
C 17.5340 14.4557 15.5217 -1.2814
N 16.4490 13.5073 15.5733 0.9885
C 16.8197 12.2109 16.1130 -0.8802
C 15.2249 13.8443 15.0583 -1.4630
N 14.5340 12.9991 14.2193 1.0539
C 15.2591 12.0423 13.5201 -0.5272
C 16.3581 12.4536 12.7086 -0.5257
C 17.4178 11.6126 12.4000 -0.9284
C 17.3138 10.2511 12.7612 -0.8446
C 16.2085 9.8111 13.4602 -0.8030
C 15.0530 10.6174 13.6617 0.5025
N 13.7620 10.1647 13.9207 1.4175
C 13.4887 8.8319 14.0655 -0.5596
N 13.8708 7.9309 13.1126 0.4444
C 14.3107 6.5966 13.4365 -1.3013
C 14.1621 8.3827 11.7717 -1.2320
N 12.7815 8.3099 15.1111 0.4687
C 11.8521 7.2144 14.8947 -1.2546
C 12.6925 8.9477 16.4188 -1.0274
N 14.7605 15.0839 15.4045 1.1221
C 14.9893 15.6544 16.7182 -0.9018
C 13.9832 15.8570 14.4717 -0.4095
H 18.3222 14.0531 14.8663 0.3533
H 17.9438 14.6011 16.5272 0.3395
H 17.2157 15.4083 15.1084 0.3062
H 17.2313 12.3871 17.1118 0.4008
H 17.6160 11.7642 15.4981 0.2434
H 15.9849 11.5129 16.2021 -0.0421
H 16.3645 13.4832 12.3600 0.2099
H 18.3304 12.0133 11.9446 0.4230
H 18.0765 9.5238 12.4566 0.3785
H 16.1974 8.7976 13.8578 0.5304
H 14.2839 6.4324 14.5151 0.4231
H 15.3492 6.4289 13.0959 0.3660
H 13.6981 5.8677 12.9201 0.3486
H 15.2108 8.2269 11.5151 0.3907
H 13.9221 9.4273 11.6304 -0.2632
H 13.5677 7.8251 11.0599 0.5848
H 12.2438 6.3146 15.3875 0.3717
H 11.6852 7.0055 13.8580 0.2923
H 10.8946 7.4397 15.3843 0.4131
H 13.0732 9.9542 16.4026 -0.2136
H 13.2599 8.3349 17.1464 0.4563
H 11.6673 8.9489 16.7628 0.3522
H 15.4388 14.9065 17.3756 0.2936
H 14.0087 15.9386 17.1151 -0.0250
H 15.6273 16.5380 16.6447 0.3848
H 14.6103 16.4771 13.8416 0.2964
H 13.3315 16.5197 15.0359 0.2901
H 13.3628 15.2270 13.8474 -0.8234
Br 8.8348 12.7705 11.2475 0.0657
C 8.5938 13.4423 13.0282 -0.1758
C 7.3578 14.0732 13.2783 -0.5849
C 6.9510 14.3250 14.6057 -0.8630
C 7.8567 13.9965 15.6481 -0.5577
C 9.0161 13.3215 15.3236 -1.1588
N 9.4925 13.2248 14.0314 1.1991
H 6.7226 14.2890 12.4190 0.4775
H 5.9685 14.7753 14.8207 0.3976
H 7.6845 14.2770 16.6880 0.4698
H 9.6346 12.8735 16.0936 0.7249
F 10.2700 10.4478 12.8994 -0.2619
C 10.3651 9.8317 14.1693 -0.4416
F 10.8669 10.8950 14.9827 0.4588
C 8.9697 9.6372 14.6665 0.4097
F 9.0892 9.3278 15.9899 -0.2711
F 8.4447 8.5882 14.0124 -0.2810
F 8.0376 10.6446 14.6122 -0.2185
```

---

Copy entry 4 word for word.
This record from the Open Molecules 2025 dataset describes C4H10IN2OPS in the gas phase in a non-equilibrium geometry. The level of theory is ωB97M-V with the def2-TZVPD basis set.

As for the HOMO energy (alpha / beta): -0.2081 / -0.3494 hartree. Its LUMO energy (alpha / beta) is 0.3 / -2.0 eV. As for the spin multiplicity: 3. The expectation value of S² is 2.0083. The HOMO-LUMO gap (alpha / beta) comes out at 6.0 / 7.5 eV. The total energy comes out at -1380.27337 hartree.

Geometry as XYZ:
```
20
Properties=species:S:1:pos:R:3:mulliken_charge:R:1
C -0.9450 1.1885 -0.7921 -0.8642
C -2.3012 0.8113 0.0548 0.6032
C -1.9717 0.1309 1.3123 -1.0827
C -3.5564 0.8376 -0.5850 -0.8317
N 3.2477 -0.6768 -0.2085 -0.4119
N 0.9992 -1.4305 1.1813 -0.4882
O 1.1609 -1.6945 -1.3990 -0.6314
P 1.5820 -0.8704 -0.3104 0.7910
S 1.0573 1.1602 -0.1091 -0.2316
I -5.1084 -0.1991 0.1247 0.1085
H -0.8792 0.5678 -1.7251 0.3730
H -1.1388 2.2761 -1.0980 0.3621
H -1.4670 -0.8421 1.2300 0.2843
H -1.2480 0.8712 1.9427 0.1846
H -2.8838 -0.0742 1.8979 0.4200
H -3.6139 1.1061 -1.5811 0.5590
H 3.8214 -0.9392 -0.9026 0.1939
H 3.7540 -0.1866 0.4407 0.1895
H 1.1436 -2.4581 1.2968 0.2396
H 1.0340 -0.8086 1.9354 0.2328
```

---

What is the formula in the second record? C12H33BN3O3

---

The highest total energy belongs to which entry? C3HIrO3